# C39H67F2N3O18

A 11-piece molecular cluster, C39H67F2N3O18 overall in a non-equilibrium geometry (ωB97M-V/def2-TZVPD, the Open Molecules 2025 dataset).

## Properties
E   -88272.4117 eV
HOMO (alpha / beta)   -0.421 / -0.421 Eh
Net charge   +1
Multiplicity   2
F_max   4.5 eV Å⁻¹
Frontier orbital gap (alpha / beta)   7.51 / 3.21 eV
M   904.0 g mol⁻¹

The geometry in XYZ format:
```
129
Properties=species:S:1:pos:R:3:forces:R:3:mulliken_spin:R:1
C -3.211 -2.021 5.666 0.2 0.5 1.5 0.000
N -2.978 -0.642 5.168 -0.3 -1.1 -0.8 0.000
O -1.817 -0.355 4.913 -0.2 0.5 0.1 0.000
O -3.957 0.031 4.982 0.2 0.8 -0.1 0.000
H -4.016 -1.952 6.397 -0.2 0.0 -0.3 0.000
H -2.298 -2.175 6.242 0.0 -1.0 -0.5 0.000
H -3.485 -2.702 4.860 0.5 0.2 0.0 0.000
C -3.680 -3.280 0.576 -0.3 0.8 -0.7 0.000
N -3.632 -1.860 1.088 1.5 1.3 0.1 0.000
O -3.833 -1.654 2.263 -0.6 -0.7 0.6 0.000
O -3.247 -0.943 0.357 -0.6 -1.4 -0.1 0.000
H -3.111 -3.943 1.227 0.0 0.4 0.0 0.000
H -3.286 -3.187 -0.436 -0.1 -0.3 0.1 0.000
H -4.727 -3.582 0.560 0.1 0.1 0.0 0.000
C -3.207 2.887 2.839 1.2 -1.0 0.0 0.000
N -3.854 4.175 2.517 -2.4 -1.7 -0.6 0.000
O -5.002 4.092 2.079 0.7 0.0 0.2 0.000
O -3.316 5.204 2.754 1.5 1.5 0.4 0.000
H -3.487 2.079 2.164 -0.6 0.4 0.0 0.000
H -3.461 2.599 3.860 -0.1 0.2 -0.1 0.000
H -2.124 2.947 2.734 -0.1 0.5 0.2 0.000
O -2.581 -2.014 -2.945 1.7 -0.9 -0.5 0.000
C -1.438 -2.465 -2.887 -1.5 1.2 0.5 0.000
O -0.669 -2.846 -3.921 0.1 0.1 1.3 0.000
C -1.198 -2.641 -5.202 -0.5 -0.4 -1.9 0.000
C -1.844 -3.916 -5.739 -0.8 -0.3 -0.8 0.000
C -0.712 -2.572 -1.578 1.2 0.4 -0.3 0.000
H -0.382 -2.400 -5.883 0.3 0.2 0.4 0.000
H -1.857 -1.773 -5.167 -0.2 -0.3 -0.2 0.000
H -1.214 -4.806 -5.729 0.2 0.1 0.9 0.000
H -2.063 -3.925 -6.807 0.2 1.0 -0.3 0.000
H -2.845 -4.123 -5.360 0.2 -0.1 0.7 0.000
H -0.919 -1.750 -0.893 -1.0 -0.6 0.1 0.000
H 0.346 -2.371 -1.748 0.3 -0.6 -0.3 0.000
H -0.817 -3.584 -1.188 0.0 0.2 0.3 0.000
O -0.826 -5.717 3.623 1.7 -1.2 1.0 0.000
C 0.261 -6.058 4.117 -2.0 2.7 -0.9 0.000
O 0.481 -7.101 4.882 1.4 0.2 0.2 0.000
C -0.549 -7.975 5.269 -2.0 0.9 0.9 0.000
C -1.234 -7.452 6.604 1.5 -0.8 -0.4 0.000
C 1.499 -5.173 3.928 0.1 -2.1 -0.1 0.000
H -0.074 -8.951 5.364 -0.3 0.1 0.1 0.000
H -1.304 -7.925 4.485 0.0 -0.5 -0.1 0.000
H -1.727 -6.482 6.525 -0.3 -0.3 -0.5 0.000
H -0.461 -7.302 7.357 0.2 -0.1 0.0 0.000
H -1.866 -8.235 7.022 -0.3 0.2 -0.2 0.000
H 2.334 -5.815 4.212 0.3 0.3 0.1 0.000
H 1.542 -4.277 4.547 -0.4 0.0 -0.4 0.000
H 1.574 -5.061 2.846 0.0 0.8 0.1 0.000
O -4.134 4.517 -2.320 2.0 -0.5 1.2 0.000
C -3.674 3.841 -1.402 -1.9 1.4 -1.2 0.000
O -2.463 3.963 -0.807 -0.8 -1.4 0.2 0.000
C -1.615 5.052 -1.076 -0.7 0.5 -0.9 0.000
C -0.427 4.978 -0.194 0.9 -0.2 0.7 0.002
C -4.598 2.857 -0.753 1.1 -0.7 0.5 0.000
H -2.233 5.932 -0.895 0.4 0.4 -0.2 0.000
H -1.279 5.023 -2.113 -0.3 0.1 -0.2 0.000
H 0.051 3.999 -0.194 -0.3 -0.2 -0.2 0.000
H -0.680 5.169 0.849 0.0 0.3 0.0 -0.001
H 0.327 5.666 -0.577 0.0 0.4 0.2 0.000
H -5.315 3.409 -0.146 -0.1 -0.1 -0.3 0.000
H -4.038 2.216 -0.072 -0.1 -0.2 0.0 0.000
H -5.051 2.245 -1.533 -0.2 0.2 0.2 0.000
O 0.976 0.155 -5.886 1.4 0.1 -0.1 0.000
C 2.150 0.010 -5.564 -2.3 -0.7 1.7 0.000
O 3.196 0.319 -6.270 1.7 0.3 -1.1 0.000
C 3.006 0.969 -7.557 -0.8 1.5 0.2 0.000
C 4.256 1.533 -8.211 0.8 -1.6 -0.3 0.000
C 2.500 -0.605 -4.177 0.8 0.4 -1.1 0.000
H 2.405 1.854 -7.350 -0.5 -0.2 0.0 0.000
H 2.432 0.321 -8.219 0.2 -0.1 0.1 0.000
H 4.950 2.091 -7.582 -0.5 0.2 0.2 0.000
H 3.992 2.096 -9.106 -0.3 0.3 0.3 0.000
H 4.843 0.714 -8.626 0.2 -0.2 0.1 0.000
H 3.567 -0.522 -3.971 0.0 0.2 -0.1 0.000
H 2.302 -1.677 -4.214 -0.5 0.1 0.2 0.000
H 1.969 -0.073 -3.388 -0.3 -0.3 -0.2 0.000
O -0.268 1.943 1.111 0.1 -2.8 -1.5 0.008
C -0.318 0.898 0.402 -0.7 4.4 -0.8 0.001
O -0.111 -0.291 0.801 0.3 -2.3 1.8 -0.001
C -0.074 -0.558 2.232 1.5 -1.3 0.3 -0.012
C 0.411 -2.030 2.447 -0.9 0.9 -0.6 0.000
C -0.630 0.896 -1.112 0.1 0.7 0.8 0.000
H -1.056 -0.390 2.674 0.1 0.0 -0.2 0.001
H 0.657 0.068 2.745 -0.1 0.5 -0.3 0.008
H 0.623 -2.149 3.510 -0.6 -0.3 0.0 0.000
H 1.317 -2.368 1.945 0.2 0.7 -0.3 0.000
H -0.375 -2.661 2.030 -0.1 -0.4 0.6 0.000
H 0.058 0.243 -1.649 0.2 0.3 0.0 0.000
H -0.624 1.933 -1.448 0.2 -0.2 -0.2 0.000
H -1.620 0.496 -1.332 -0.2 -0.1 0.4 0.000
O 2.255 5.206 -7.207 -2.3 -1.7 -0.3 0.000
C 1.147 4.790 -7.569 1.0 2.4 -0.3 0.000
O 0.226 4.158 -6.825 0.4 -0.5 0.4 0.000
C 0.608 3.662 -5.530 -0.7 -0.6 0.9 0.000
C -0.615 3.010 -4.788 0.8 0.2 -0.5 0.000
C 0.498 5.165 -8.917 0.5 -0.4 0.4 0.000
H 1.060 4.454 -4.933 -0.1 0.2 -0.1 0.000
H 1.379 2.902 -5.658 0.0 0.0 -0.1 0.000
H -0.263 2.467 -3.911 0.4 0.2 0.1 0.000
H -1.090 2.226 -5.379 0.0 0.3 -0.3 0.000
H -1.367 3.715 -4.434 0.1 0.2 -0.3 0.000
H 1.240 5.187 -9.715 0.0 -0.3 0.1 0.000
H 0.101 6.179 -8.880 -0.1 0.0 0.4 0.000
H -0.319 4.469 -9.112 0.1 0.1 -0.2 0.000
F 4.106 -0.593 3.319 -0.5 0.3 0.0 0.003
C 3.851 -1.495 4.287 -0.7 -1.5 1.9 -0.001
C 2.689 -1.487 5.096 0.3 1.8 -0.7 -0.001
C 2.464 -2.386 6.118 1.1 -0.4 -0.7 0.001
C 3.454 -3.342 6.343 -0.4 0.2 0.8 0.000
C 4.605 -3.377 5.583 -0.2 0.0 -0.3 0.000
C 4.787 -2.480 4.527 0.0 -0.1 -0.5 0.000
H 2.019 -0.642 5.050 -0.3 0.1 -0.5 0.002
H 1.553 -2.351 6.697 0.1 0.1 0.1 0.000
H 3.323 -3.988 7.199 0.1 -0.3 -0.1 0.000
H 5.333 -4.145 5.797 0.2 0.1 -0.1 0.000
H 5.596 -2.566 3.817 0.4 0.0 0.2 0.000
F 2.734 6.498 4.067 0.2 -0.6 -1.0 0.074
C 2.980 5.311 3.542 -0.9 1.3 1.5 0.298
C 3.619 4.412 4.352 0.8 -2.3 0.3 0.028
C 3.755 3.134 3.837 0.7 0.1 1.7 0.147
C 3.138 2.691 2.658 -0.1 0.4 -0.9 0.146
C 2.370 3.593 1.941 0.1 1.5 -0.4 0.018
C 2.390 4.934 2.329 -1.2 -1.3 -1.9 0.202
H 3.878 4.624 5.379 0.4 0.3 -0.2 0.000
H 4.300 2.363 4.362 0.1 0.1 0.5 0.014
H 3.311 1.707 2.249 0.0 -0.2 0.3 0.046
H 1.888 3.250 1.038 -0.3 0.3 0.0 0.007
H 1.863 5.659 1.726 0.0 0.2 0.0 0.010
```
Positions in Å, forces in eV/Å.